1.
Computed, not measured: the molecule C7H8 at a distorted geometry, with the ωB97M-V functional and the def2-TZVPD basis.

Geometry as XYZ:
```
15
Properties=species:S:1:pos:R:3:lowdin_charge:R:1
C 0.72 -3.54 -0.45 -0.12
C 0.07 2.59 0.58 -0.17
C 0.14 0.10 -0.17 -0.03
C 0.08 1.30 0.24 -0.05
C 0.40 -2.26 -1.17 -0.16
C -1.12 3.40 0.86 -0.12
C 0.23 -1.10 -0.63 -0.03
H 1.08 3.16 0.89 0.15
H 1.58 -3.55 0.33 0.10
H -1.82 2.83 1.45 0.09
H 0.38 -2.51 -2.18 0.08
H 0.96 -4.40 -1.06 0.06
H -0.95 4.39 1.16 0.06
H -0.10 -3.89 0.20 0.07
H -1.66 3.47 -0.04 0.06
```

- total charge = 0
- ΔE to the lowest compared entry with this formula, charge and spin (kJ/mol) = 440.8
- SMILES = CC=C=C=C=CC
- lowest unoccupied orbital energy (eV) = 0.41
- 2S+1 = 1
- max |F| (eV/Å) = 3.272
- frontier orbital gap (eV) = 8.7

=====

2.
Computed, not measured: a structure of composition C19H37N2O5Rb at a distorted geometry, with the ωB97M-V functional and the def2-TZVPD basis.

Geometry as XYZ:
```
64
Properties=species:S:1:pos:R:3:lowdin_charge:R:1
Rb -0.98 -1.64 0.45 0.88
O -0.61 -0.67 3.42 -0.37
O -3.76 -3.57 -2.76 -0.03
O -2.13 -4.91 -3.18 0.07
O -2.01 0.96 -1.23 -0.34
O -1.89 -3.36 -1.65 -0.17
N -1.65 1.76 -2.35 -0.18
N 0.63 -1.42 3.02 -0.25
C 0.48 0.37 -2.49 -0.05
C -2.11 3.69 -3.82 -0.20
C 0.77 -2.79 3.58 -0.49
C -2.63 -3.94 -2.47 -0.96
C -0.50 -3.66 3.45 -0.08
C -3.84 2.94 -2.36 -0.07
C -1.87 4.12 -1.42 -0.06
C 0.67 2.71 -1.60 -0.05
C 0.05 2.28 -4.01 -0.13
C 2.60 -0.18 4.01 -0.04
C -0.17 1.78 -2.57 -0.48
C 2.84 -1.56 1.88 -0.14
C 1.85 -0.69 2.74 -0.53
C 3.16 -3.01 2.39 -0.17
C 1.72 -3.64 2.63 -0.14
C 1.30 -2.93 5.02 -0.05
C -0.68 3.68 -4.32 -0.17
C 1.57 0.48 1.77 -0.06
C -2.34 3.10 -2.49 -0.52
H 3.77 -3.42 1.59 0.08
H -1.13 -3.39 4.30 0.07
H -2.94 -4.99 -3.68 0.08
H -2.85 3.44 -4.58 0.11
H -2.21 4.77 -3.74 0.11
H -4.41 3.85 -2.51 0.07
H 1.10 2.35 -4.28 0.10
H 1.72 -4.69 2.93 0.10
H -0.19 4.48 -3.77 0.08
H -0.99 4.69 -1.71 0.05
H 1.15 0.23 0.79 0.04
H 1.30 -3.73 1.63 0.10
H -1.08 -3.48 2.54 0.04
H 3.78 -1.01 1.82 0.11
H 3.37 0.58 3.82 0.06
H -4.07 2.50 -1.38 0.07
H 0.85 1.11 2.30 0.08
H 0.06 -0.19 -3.32 0.08
H -2.57 4.92 -1.20 0.06
H 0.26 -0.09 -1.52 0.01
H -0.68 3.97 -5.37 0.09
H 3.88 -3.21 3.18 0.08
H 3.02 -1.03 4.54 0.05
H 0.72 3.75 -1.94 0.04
H 0.88 -3.86 5.42 0.06
H -0.38 1.55 -4.69 0.10
H 0.39 2.66 -0.55 0.07
H 1.91 0.42 4.61 0.08
H 2.40 -1.72 0.90 0.10
H 0.93 -2.11 5.63 0.08
H -0.41 -4.74 3.59 0.07
H 2.37 -3.06 5.10 0.06
H -1.78 3.57 -0.48 0.08
H 2.43 1.14 1.67 0.08
H -4.30 2.20 -3.02 0.08
H 1.54 0.26 -2.75 0.07
H 1.70 2.38 -1.54 0.06
```

- total charge = -2
- ΔE to the lowest compared entry with this formula, charge and spin (kJ/mol) = 263.1
- lowest unoccupied orbital energy (eV) = 4.10
- 2S+1 = 1
- max |F| (eV/Å) = 4.727
- frontier orbital gap (eV) = 4.0

=====

3.
Computed, not measured: the molecule C9H8O3S at a distorted geometry, with the ωB97M-V functional and the def2-TZVPD basis.

Geometry as XYZ:
```
21
Properties=species:S:1:pos:R:3:lowdin_charge:R:1
S -3.20 0.42 -1.12 1.02
O -0.86 -2.21 0.80 0.13
O -1.64 1.06 -0.17 -0.39
O -4.38 1.09 -0.76 -0.43
C -1.47 -1.19 0.57 -0.37
C 2.93 0.09 0.72 -0.05
C -2.89 -0.99 0.07 -0.23
C 3.18 0.51 -0.64 -0.07
C 0.85 0.47 -1.07 0.00
C 2.16 0.53 -1.54 -0.09
C -0.76 0.19 0.82 -0.18
C 1.63 -0.08 1.15 -0.03
C 0.54 0.17 0.29 -0.23
H -0.07 0.82 -1.59 0.12
H 2.22 0.86 -2.55 0.10
H -0.83 0.45 1.90 0.17
H -3.22 -1.96 -0.53 0.14
H 3.73 -0.03 1.46 0.11
H -3.46 -0.94 0.98 0.10
H 1.43 -0.13 2.19 0.10
H 4.10 0.88 -1.00 0.09
```

- total charge = 0
- ΔE to the lowest compared entry with this formula, charge and spin (kJ/mol) = 261.7
- lowest unoccupied orbital energy (eV) = -0.27
- 2S+1 = 1
- max |F| (eV/Å) = 6.852
- frontier orbital gap (eV) = 8.7

=====

4.
Computed, not measured: a structure of composition C4H7N2 at a distorted geometry, with the ωB97M-V functional and the def2-TZVPD basis.

Geometry as XYZ:
```
13
Properties=species:S:1:pos:R:3:lowdin_charge:R:1
N -0.25 -0.77 1.57 0.14
N 1.35 0.11 -0.52 0.15
C -0.99 0.89 -1.45 -0.18
C -1.24 0.25 -0.27 0.01
C -0.46 1.99 -1.76 0.19
C -0.28 -0.70 0.27 -0.23
H -2.19 0.52 0.02 0.12
H 1.04 0.22 -1.44 0.03
H 0.10 -1.59 2.18 0.19
H -0.02 -1.64 -0.34 0.20
H 1.47 1.10 -0.27 0.12
H -0.61 0.04 2.06 0.14
H 2.08 -0.42 -0.07 0.12
```

- total charge = +1
- ΔE to the lowest compared entry with this formula, charge and spin (kJ/mol) = 718.3
- lowest unoccupied orbital energy (alpha / beta) (eV) = -6.36 / -6.36
- 2S+1 = 1
- max |F| (eV/Å) = 4.982
- frontier orbital gap (alpha / beta) (eV) = 8.4 / 8.4

=====

Among the records above, which one has the lowest total charge?
C19H37N2O5Rb